A molecular structure, C51H90AsBrGeIN4O2PRbSi3Te at a distorted geometry, computed with the ωB97M-V functional and the def2-TZVPD basis.

The geometry in XYZ format:
```
157
Properties=species:S:1:pos:R:3:mulliken_spin:R:1
Rb 0.822 -0.353 0.861 -0.01
C -2.982 3.374 3.962 0.00
Si -1.557 4.542 3.387 -0.05
C -2.584 6.121 2.952 0.03
C -0.631 5.069 4.996 0.00
As -0.185 3.347 1.869 0.14
Si -1.707 4.993 -0.348 0.52
C -3.482 4.204 -0.206 0.08
C -0.981 4.115 -1.925 0.08
C -2.173 6.726 -1.149 0.11
Si 1.466 5.002 1.582 -0.01
C 2.050 4.966 -0.252 0.01
C 0.850 6.797 1.887 0.02
C 3.038 4.990 2.714 0.00
H -3.599 3.815 4.742 0.00
H -2.587 2.438 4.345 0.00
H -3.631 3.136 3.122 0.00
H -3.144 6.481 3.813 0.00
H -3.293 5.897 2.164 -0.01
H -1.952 6.925 2.597 0.00
H -1.292 5.223 5.845 0.00
H -0.063 5.982 4.841 0.00
H 0.076 4.297 5.276 0.00
H -3.415 3.236 0.288 -0.01
H -3.970 4.064 -1.171 0.02
H -4.134 4.827 0.402 -0.01
H -0.630 3.118 -1.658 -0.02
H -0.126 4.667 -2.305 0.00
H -1.702 4.016 -2.736 0.03
H -2.590 7.400 -0.405 -0.01
H -2.904 6.634 -1.953 0.02
H -1.289 7.212 -1.557 -0.01
H 1.636 5.798 -0.810 0.01
H 1.685 4.049 -0.706 -0.01
H 3.127 4.995 -0.371 0.00
H -0.012 6.995 1.263 -0.01
H 1.609 7.545 1.681 0.00
H 0.552 6.912 2.922 0.00
H 3.485 4.004 2.759 0.00
H 2.780 5.277 3.731 0.00
H 3.796 5.686 2.360 0.00
O -0.954 -0.449 -1.691 0.00
P -0.866 -0.105 -3.113 0.00
N 0.694 0.261 -3.580 0.00
C 1.050 0.875 -4.847 0.00
C 1.777 2.164 -4.459 0.00
C 2.568 1.706 -3.238 0.00
C 1.582 0.784 -2.529 -0.01
N -1.921 1.152 -3.484 -0.01
C -3.041 1.396 -2.567 0.01
C -4.113 2.056 -3.431 0.00
C -3.845 1.475 -4.816 0.00
C -2.319 1.450 -4.848 0.00
N -1.341 -1.314 -4.213 0.00
C -0.372 -2.171 -4.894 0.00
C -1.072 -3.522 -5.030 0.00
C -1.967 -3.566 -3.797 0.00
C -2.454 -2.123 -3.723 0.00
H 0.175 1.052 -5.471 0.00
H 1.738 0.209 -5.392 0.00
H 1.052 2.924 -4.162 0.00
H 2.405 2.560 -5.260 0.00
H 2.873 2.533 -2.600 0.00
H 3.455 1.152 -3.547 0.00
H 1.000 1.352 -1.797 0.01
H 2.084 -0.048 -2.032 0.00
H -2.709 2.028 -1.743 0.00
H -3.408 0.454 -2.148 0.00
H -3.964 3.137 -3.455 0.00
H -5.118 1.850 -3.063 0.00
H -4.269 2.071 -5.623 0.00
H -4.237 0.458 -4.881 0.00
H -1.941 2.441 -5.133 0.00
H -1.939 0.700 -5.546 0.00
H 0.549 -2.263 -4.311 0.00
H -0.127 -1.742 -5.874 0.00
H -0.374 -4.354 -5.067 0.00
H -1.695 -3.531 -5.929 0.00
H -1.380 -3.817 -2.915 0.00
H -2.782 -4.284 -3.885 0.00
H -2.727 -1.826 -2.709 0.00
H -3.330 -1.982 -4.374 0.00
Br 6.003 4.309 0.334 0.00
C 6.446 2.523 -0.149 0.00
C 7.740 2.278 -0.568 0.00
C 8.085 1.011 -1.005 0.00
C 7.121 0.004 -1.016 0.00
C 5.837 0.257 -0.571 0.00
C 5.466 1.530 -0.143 0.00
I 3.551 1.833 0.829 0.00
H 8.466 3.080 -0.555 0.00
H 9.097 0.810 -1.327 0.00
H 7.380 -0.978 -1.392 0.00
H 5.094 -0.528 -0.556 0.00
C 1.712 -0.301 4.912 0.01
Ge 0.282 1.019 4.445 0.01
C -1.306 -0.191 4.203 0.00
C -0.070 1.772 6.296 0.00
C 0.967 2.315 3.133 0.10
H 1.474 -0.785 5.857 0.00
H 2.678 0.185 5.027 0.00
H 1.808 -1.067 4.145 0.00
H -1.317 -0.860 5.060 0.00
H -1.249 -0.808 3.308 0.00
H -2.252 0.344 4.179 0.00
H -0.100 0.957 7.015 0.00
H -1.007 2.317 6.359 0.00
H 0.732 2.442 6.600 0.00
H 1.501 3.028 3.780 -0.01
C 4.166 -1.536 2.317 0.00
C 3.035 -2.054 1.418 0.00
O 3.087 -1.801 0.170 0.00
N 2.103 -2.732 2.004 0.00
Te 0.975 -3.722 0.506 0.00
C 0.116 -5.604 -0.893 0.00
C 0.579 -5.566 -2.215 0.00
C 1.484 -4.439 -2.628 0.00
C 0.233 -6.547 -3.137 0.00
C -0.560 -7.623 -2.769 0.00
C -0.944 -8.698 -3.751 0.00
C -0.963 -7.712 -1.444 0.00
C -0.622 -6.734 -0.519 0.00
C -1.055 -6.889 0.910 0.00
C -0.611 -3.975 1.899 0.00
C -1.914 -3.656 1.508 0.00
C -2.245 -3.323 0.085 0.00
C -2.949 -3.690 2.435 0.00
C -2.725 -4.034 3.758 0.00
C -3.837 -4.042 4.769 0.00
C -1.437 -4.388 4.132 0.00
C -0.390 -4.373 3.222 0.00
C 0.965 -4.830 3.650 0.00
H 4.240 -2.159 3.205 0.00
H 3.968 -0.511 2.623 0.00
H 5.107 -1.566 1.772 0.00
H 1.042 -3.477 -2.363 0.00
H 1.697 -4.462 -3.698 0.00
H 2.428 -4.506 -2.081 0.00
H 0.583 -6.473 -4.165 0.00
H -0.648 -8.427 -4.764 0.00
H -2.022 -8.867 -3.742 0.00
H -0.457 -9.644 -3.501 0.00
H -1.563 -8.563 -1.136 0.00
H -1.350 -7.915 1.133 0.00
H -1.900 -6.238 1.131 0.00
H -0.237 -6.605 1.568 0.00
H -1.636 -2.494 -0.280 0.00
H -3.299 -3.049 -0.004 0.00
H -2.042 -4.186 -0.552 0.00
H -3.956 -3.436 2.118 0.00
H -4.804 -3.886 4.294 0.00
H -3.695 -3.250 5.505 0.00
H -3.873 -4.992 5.305 0.00
H -1.252 -4.686 5.158 0.00
H 0.919 -5.462 4.537 0.00
H 1.593 -3.963 3.847 0.00
H 1.435 -5.375 2.829 0.00
```

Results
Energy above the lowest of the compared OMol25 structures with the same formula, charge and spin = 1.433 eV
2S+1 = 2
Calculated total energy = -11053.211356 hartree
Total charge = -2
Gap between HOMO and LUMO (alpha / beta) = 3.9 / 3.2 eV
Highest occupied orbital energy (alpha / beta) = -0.45 / -0.45 eV
LUMO (alpha / beta) = 3.427 / 2.785 eV